## one
DFT (wB97M-V/def2-TZVPD) results for 10 unconnected molecules or ions with the total composition C18H27ClN9O4.

Each atom is followed by the atoms it is bonded to, with distances in Å.
CARTESIAN COORDINATES (ANGSTROEM)
1 H 3.825 0.302 -2.582  C28 1.084
2 O 0.699 0.121 0.354  Cl31 1.466
3 C -5.461 2.048 0.118  C33 1.468, N38 1.146
4 H 3.751 1.825 2.830  C39 1.089
5 H 2.345 1.061 1.975  C39 1.090
6 H 1.321 -2.440 -0.479  C27 1.091
7 C -0.354 1.861 -3.785  C22 1.463, N25 1.149
8 C 3.884 -1.584 -1.591  C28 1.456, N34 1.148
9 C -0.681 -2.160 -3.637  C14 1.466, N46 1.146
10 H 2.492 -0.092 -1.487  C28 1.093
11 H -2.205 -3.125 2.720  C59 1.088
12 H 1.323 1.817 -1.627  C42 1.084
13 H 0.984 3.640 2.383  C45 1.090
14 C -0.964 -3.215 -2.659  C9 1.466, H29 1.090, H40 1.086, H44 1.085
15 H -3.879 2.859 1.131  C33 1.090
16 H 2.957 2.190 -0.928  C42 1.088
17 H 0.146 4.418 1.043  C45 1.090
18 O -1.359 0.657 1.328  Cl31 1.444
19 C -2.430 -5.088 1.945  N47 1.147, C59 1.451
20 H 1.860 -4.172 -0.410  C27 1.089
21 N 3.156 -2.878 2.041  C41 1.147
22 C -1.154 1.691 -2.572  C7 1.463, H24 1.087, H30 1.089, H54 1.092
23 N -1.778 4.423 3.572  C57 1.146
24 H -0.844 2.340 -1.756  C22 1.087
25 N 0.293 1.958 -4.729  C7 1.149
26 C 2.033 3.797 -1.930  C42 1.452, N50 1.149
27 C 1.435 -3.332 0.138  H6 1.091, H20 1.089, C41 1.460, H51 1.089
28 C 3.172 -0.494 -2.244  H1 1.084, C8 1.456, H10 1.093, H58 1.089
29 H -2.041 -3.203 -2.494  C14 1.090
30 H -1.085 0.621 -2.381  C22 1.089
31 Cl -0.553 -0.447 0.863  O2 1.466, O18 1.444, O35 1.446, O43 1.431
32 H -0.280 2.744 1.412  C45 1.091
33 C -4.523 1.986 1.245  C3 1.468, H15 1.090, H52 1.086, H55 1.086
34 N 4.393 -2.480 -1.084  C8 1.148
35 O -1.183 -1.152 -0.232  Cl31 1.446
36 H -3.850 -3.529 2.198  C59 1.090
37 H 1.508 2.689 -0.183  C42 1.094
38 N -6.169 2.070 -0.783  C3 1.146
39 C 3.118 0.944 2.734  H4 1.089, H5 1.090, H48 1.090, C49 1.464
40 H -0.674 -4.189 -3.042  C14 1.086
41 C 2.370 -3.070 1.229  N21 1.147, C27 1.460
42 C 1.964 2.562 -1.169  H12 1.084, H16 1.088, C26 1.452, H37 1.094
43 O -0.248 -1.330 1.946  Cl31 1.431
44 H -0.449 -2.974 -1.735  C14 1.085
45 C 0.035 3.692 1.849  H13 1.090, H17 1.090, H32 1.091, C57 1.461
46 N -0.490 -1.351 -4.426  C9 1.146
47 N -2.150 -6.199 1.914  C19 1.147
48 H 3.696 0.056 2.476  C39 1.090
49 C 2.507 0.748 4.050  C39 1.464, N56 1.155
50 N 2.120 4.769 -2.536  C26 1.149
51 H 0.416 -3.499 0.485  C27 1.089
52 H -3.946 1.068 1.183  C33 1.086
53 H -2.627 -3.216 1.017  C59 1.093
54 H -2.170 2.037 -2.769  C22 1.092
55 H -5.051 2.066 2.190  C33 1.086
56 N 2.034 0.647 5.100  C49 1.155
57 C -0.981 4.100 2.816  N23 1.146, C45 1.461
58 H 2.535 -0.904 -3.027  C28 1.089
59 C -2.791 -3.683 1.992  H11 1.088, C19 1.451, H36 1.090, H53 1.093

Calculated values
total charge: -1
HOMO level: -0.30588 Eh
frontier orbital gap: 10.53 eV
M: 468.93 u



## two
DFT (wB97M-V/def2-TZVPD) results for 10 unconnected molecules or ions with the total composition C18H27ClN9O4.

Each atom is followed by the atoms it is bonded to, with distances in Å.
CARTESIAN COORDINATES (ANGSTROEM)
1 H -21.896 1.456 -9.798  C11 1.083
2 C -18.776 2.905 -16.135  N40 1.147, C52 1.457
3 N -24.165 4.864 -12.238  C9 1.148
4 C -21.554 4.887 -12.081  H7 1.085, C9 1.468, H10 1.088, H53 1.089
5 N -17.771 -2.149 -12.564  C19 1.148
6 H -17.711 -0.751 -7.732  C28 1.092
7 H -21.356 5.945 -12.219  C4 1.085
8 N -16.937 8.298 -7.556  C47 1.141
9 C -23.019 4.844 -12.177  N3 1.148, C4 1.468
10 H -21.121 4.529 -11.149  C4 1.088
11 C -21.293 1.973 -9.062  H1 1.083, C14 1.482, H20 1.086, H55 1.089
12 O -19.140 2.310 -11.420  Cl42 1.435
13 C -14.997 5.104 -13.369  H38 1.088, H41 1.090, C51 1.453, H57 1.088
14 C -21.809 1.822 -7.681  C11 1.482, N45 1.147
15 H -15.115 5.229 -8.160  C49 1.089
16 O -17.613 2.679 -9.688  Cl42 1.455
17 O -17.719 4.133 -11.557  Cl42 1.470
18 C -16.306 0.210 -6.521  C28 1.461, N33 1.147
19 C -16.777 -1.756 -12.144  N5 1.148, C24 1.469
20 H -21.191 3.047 -9.190  C11 1.086
21 H -14.732 -1.942 -11.837  C24 1.086
22 H -14.429 3.576 -8.063  C49 1.089
23 C -19.102 7.088 -13.123  H26 1.085, H29 1.094, H30 1.083, C37 1.462
24 C -15.514 -1.221 -11.621  C19 1.469, H21 1.086, H25 1.085, H48 1.092
25 H -15.659 -0.901 -10.594  C24 1.085
26 H -19.720 6.997 -12.235  C23 1.085
27 H -16.964 5.789 -9.449  C31 1.085
28 C -17.134 0.176 -7.723  H6 1.092, C18 1.461, H32 1.085, H54 1.091
29 H -19.792 7.488 -13.872  C23 1.094
30 H -18.622 6.199 -13.512  C23 1.083
31 C -17.679 6.069 -8.683  H27 1.085, H34 1.090, C47 1.466, H59 1.087
32 H -16.651 0.279 -8.689  C28 1.085
33 N -15.646 0.257 -5.584  C18 1.147
34 H -18.662 6.252 -9.117  C31 1.090
35 N -14.071 6.118 -15.580  C51 1.149
36 O -16.778 1.998 -11.844  Cl42 1.445
37 C -18.147 8.154 -12.823  C23 1.462, N44 1.149
38 H -14.218 5.178 -12.613  C13 1.088
39 H -17.341 4.259 -15.346  C52 1.088
40 N -19.106 2.083 -16.863  C2 1.147
41 H -15.880 5.682 -13.098  C13 1.090
42 Cl -17.800 2.729 -11.130  O12 1.435, O16 1.455, O17 1.470, O36 1.445
43 H -19.068 4.741 -15.270  C52 1.090
44 N -17.357 8.955 -12.591  C37 1.149
45 N -22.231 1.726 -6.619  C14 1.147
46 N -14.061 4.910 -5.266  C56 1.146
47 C -17.265 7.308 -8.018  N8 1.141, C31 1.466
48 H -15.309 -0.312 -12.191  C24 1.092
49 C -15.075 4.308 -7.581  H15 1.089, H22 1.089, H50 1.086, C56 1.452
50 H -16.076 3.891 -7.512  C49 1.086
51 C -14.474 5.681 -14.596  C13 1.453, N35 1.149
52 C -18.359 3.918 -15.174  C2 1.457, H39 1.088, H43 1.090, H58 1.091
53 H -21.029 4.280 -12.817  C4 1.089
54 H -17.877 0.972 -7.650  C28 1.091
55 H -20.296 1.536 -9.066  C11 1.089
56 C -14.507 4.656 -6.291  N46 1.146, C49 1.452
57 H -15.315 4.073 -13.510  C13 1.088
58 H -18.411 3.505 -14.165  C52 1.091
59 H -17.807 5.306 -7.919  C31 1.087

Calculated values
total charge: -1
HOMO level: -0.31054 Eh
frontier orbital gap: 10.30 eV
M: 468.93 u



Most favorable structure: one. The second most favorable one is 0.0180 hartree above it.



## one
DFT (wB97M-V/def2-TZVPD) results for 2 unconnected molecules or ions with the total composition C2H9NOS.

Each atom is followed by the atoms it is bonded to, with distances in Å.
CARTESIAN COORDINATES (ANGSTROEM)
1 O 1.805 -1.401 -1.334  H2 1.000, C11 1.391
2 H 1.121 -0.884 -1.847  O1 1.000
3 C -2.955 0.790 -0.006  S7 1.861, H9 1.093, H12 1.085, H14 1.026
4 H 1.631 0.050 -0.032  C11 1.011
5 H 3.477 -0.905 1.433  N13 0.985
6 H 3.122 0.041 -0.851  C11 1.110
7 S -4.159 2.209 0.046  C3 1.861, H10 1.313
8 H 2.821 -2.335 0.984  N13 1.061
9 H -2.166 1.248 -0.608  C3 1.093
10 H -4.129 2.540 1.316  S7 1.313
11 C 2.352 -0.583 -0.350  O1 1.391, H4 1.011, H6 1.110, N13 1.426
12 H -2.460 0.588 0.938  C3 1.085
13 N 2.976 -1.325 0.696  H5 0.985, H8 1.061, C11 1.426
14 H -3.436 -0.033 -0.385  C3 1.026

Calculated values
HOMO level: -0.32101 Eh
frontier orbital gap: 9.26 eV
SMILES string: NCO.CS
M: 95.17 u



## two
DFT (wB97M-V/def2-TZVPD) results for 2 unconnected molecules or ions with the total composition C2H9NOS.

Each atom is followed by the atoms it is bonded to, with distances in Å.
CARTESIAN COORDINATES (ANGSTROEM)
1 H 0.454 0.038 1.438  C5 1.050
2 H 1.537 -0.289 -0.885  S11 1.395
3 N -3.074 1.032 -0.408  H6 0.989, C12 1.491, H14 1.013
4 H -1.608 1.058 -1.898  C12 1.087
5 C 1.263 -0.630 1.480  H1 1.050, H10 1.105, S11 1.878, H13 1.087
6 H -3.754 0.352 -0.180  N3 0.989
7 H -1.537 -1.102 -1.225  O8 0.989
8 O -1.241 -0.535 -0.470  H7 0.989, C12 1.467
9 H -1.006 1.580 -0.313  C12 1.132
10 H 1.833 -0.424 2.403  C5 1.105
11 S 2.515 -0.347 0.109  H2 1.395, C5 1.878
12 C -1.661 0.821 -0.839  N3 1.491, H4 1.087, O8 1.467, H9 1.132
13 H 0.784 -1.605 1.505  C5 1.087
14 H -3.107 1.851 0.187  N3 1.013

Calculated values
HOMO level: -0.32609 Eh
frontier orbital gap: 9.61 eV
SMILES string: NCO.CS
M: 95.17 u



Most favorable structure: two. The second most favorable one is 0.0172 hartree above it.



## one
DFT (wB97M-V/def2-TZVPD) results for 2 unconnected molecules or ions with the total composition C10H12O2S.

Each atom is followed by the atoms it is bonded to, with distances in Å.
CARTESIAN COORDINATES (ANGSTROEM)
1 C -0.315 0.593 0.427  C3 1.413, S8 1.833, C18 1.371
2 C 0.072 2.832 -0.557  C3 1.498, C9 1.457, H12 1.061, H24 1.134
3 C -0.844 1.673 -0.314  C1 1.413, C2 1.498, C16 1.424
4 H 1.896 3.311 0.767  C9 1.168
5 H 2.314 2.634 -0.776  C9 1.166
6 H -2.564 2.391 -1.267  C16 1.062
7 C -2.323 -0.661 0.240  C18 1.368, H22 1.061, C25 1.400
8 S 1.513 0.705 0.505  C1 1.833, C9 1.983, O11 1.504
9 C 1.414 2.611 -0.034  C2 1.457, H4 1.168, H5 1.166, S8 1.983
10 H 1.178 -2.082 -1.059  O14 0.965
11 O 1.950 -0.114 -0.679  S8 1.504
12 H -0.091 3.127 -1.563  C2 1.061
13 H 2.398 -3.469 2.097  C21 1.129
14 O 0.963 -3.020 -1.004  H10 0.965, C23 1.424
15 H 1.917 -1.843 1.255  C21 1.062
16 C -2.185 1.532 -0.770  C3 1.424, H6 1.062, C25 1.406
17 H 1.277 -4.626 0.269  C23 1.057
18 C -1.083 -0.483 0.788  C1 1.371, C7 1.368, H20 1.129
19 H -3.882 0.290 -0.974  C25 1.071
20 H -0.530 -1.316 1.312  C18 1.129
21 C 1.828 -2.900 1.306  H13 1.129, H15 1.062, C23 1.345
22 H -2.891 -1.551 0.140  C7 1.061
23 C 1.299 -3.569 0.266  O14 1.424, H17 1.057, C21 1.345
24 H -0.399 3.582 0.150  C2 1.134
25 C -2.912 0.354 -0.525  C7 1.400, C16 1.406, H19 1.071

Calculated values
HOMO level: -0.32196 Eh
frontier orbital gap: 9.32 eV
M: 196.27 u



## two
DFT (wB97M-V/def2-TZVPD) results for a single C10H12O2S molecule.

Each atom is followed by the atoms it is bonded to, with distances in Å.
CARTESIAN COORDINATES (ANGSTROEM)
1 C -0.199 -0.957 1.973  H2 1.117, H12 1.121, S22 1.767
2 H -0.122 -1.983 1.538  C1 1.117
3 C 2.400 0.295 -2.027  H18 1.102, C20 1.398, C21 1.391
4 H -2.442 1.269 0.770  C11 1.060
5 C -0.143 2.104 1.073  C6 1.550, H8 1.067, H10 1.089, H23 1.063
6 C -0.441 0.725 0.432  C5 1.550, C11 1.569, C15 1.481
7 H -2.358 -0.067 -0.415  C11 1.125
8 H -0.260 1.913 2.116  C5 1.067
9 H 1.681 1.642 -0.373  C21 1.129
10 H 0.904 2.372 0.935  C5 1.089
11 C -1.960 0.351 0.551  H4 1.060, C6 1.569, H7 1.125, S22 1.869
12 H 0.353 -0.949 2.949  C1 1.121
13 O -2.788 -1.888 2.048  S22 1.501
14 C 0.890 -1.560 -2.294  C20 1.375, C24 1.387, H25 1.037
15 C 0.384 0.106 -0.630  C6 1.481, C21 1.372, C24 1.433
16 H -0.678 -1.812 -0.936  C24 1.052
17 O -2.346 0.120 3.267  S22 1.441
18 H 3.159 1.043 -2.310  C3 1.102
19 H 2.600 -1.140 -3.647  C20 1.152
20 C 1.973 -0.834 -2.731  C3 1.398, C14 1.375, H19 1.152
21 C 1.553 0.718 -1.008  C3 1.391, H9 1.129, C15 1.372
22 S -1.934 -0.656 2.126  C1 1.767, C11 1.869, O13 1.501, O17 1.441
23 H -0.954 2.700 0.732  C5 1.063
24 C 0.109 -1.174 -1.215  C14 1.387, C15 1.433, H16 1.052
25 H 0.620 -2.337 -2.926  C14 1.037

Calculated values
HOMO level (spin up / spin down): -0.32244 / -0.32241 Eh
frontier orbital gap (spin up / spin down): 7.86 / 7.86 eV
M: 196.27 u



Most favorable structure: one. The second most favorable one is 0.0559 hartree above it.



## one
DFT (wB97M-V/def2-TZVPD) results for a single C3H8FNS molecule.

Each atom is followed by the atoms it is bonded to, with distances in Å.
CARTESIAN COORDINATES (ANGSTROEM)
1 H 0.550 -1.564 0.788  C5 1.065
2 N -2.205 -0.645 -0.692  H3 1.028, H4 0.981, C9 1.426
3 H -2.158 0.072 -1.428  N2 1.028
4 H -3.135 -0.956 -0.668  N2 0.981
5 C 0.535 -0.725 0.132  H1 1.065, C7 1.497, S8 1.806, H14 1.096
6 F -0.355 1.418 -0.294  C7 1.388
7 C -0.387 0.357 0.601  C5 1.497, F6 1.388, C9 1.518, H11 1.113
8 S 2.247 -0.186 -0.071  C5 1.806, H10 1.344
9 C -1.829 -0.120 0.579  N2 1.426, C7 1.518, H12 1.086, H13 1.103
10 H 1.943 0.709 -1.026  S8 1.344
11 H -0.127 0.701 1.627  C7 1.113
12 H -2.452 0.706 0.909  C9 1.086
13 H -2.048 -0.867 1.361  C9 1.103
14 H 0.192 -1.154 -0.816  C5 1.096

Calculated values
HOMO level: -0.32722 Eh
frontier orbital gap: 9.87 eV
SMILES string: NC[C@H](F)CS
M: 109.17 u



## two
DFT (wB97M-V/def2-TZVPD) results for 2 unconnected molecules or ions with the total composition C3H8FNS.

Each atom is followed by the atoms it is bonded to, with distances in Å.
CARTESIAN COORDINATES (ANGSTROEM)
1 N -1.067 -1.487 1.036  H7 0.997, C11 1.377, H12 1.034
2 H 0.848 -0.569 -1.102  C8 1.078
3 H 0.782 1.061 -1.984  C8 1.160
4 H 2.910 0.579 0.097  C6 1.089
5 F -1.811 -1.406 -0.973  C11 1.337
6 C 1.893 0.960 0.187  H4 1.089, C8 1.538, H13 1.054, H14 1.141
7 H -1.203 -2.473 0.968  N1 0.997
8 C 1.193 0.453 -1.086  H2 1.078, H3 1.160, C6 1.538
9 H -2.639 1.290 -0.820  S10 1.435
10 S -2.290 0.810 0.486  H9 1.435, C11 1.837
11 C -1.273 -0.633 -0.024  N1 1.377, F5 1.337, S10 1.837
12 H -0.709 -0.995 1.872  N1 1.034
13 H 2.008 2.000 0.311  C6 1.054
14 H 1.359 0.411 1.032  C6 1.141

Calculated values
HOMO level (spin up / spin down): -0.28395 / -0.26721 Eh
frontier orbital gap (spin up / spin down): 8.10 / 8.00 eV
M: 109.17 u



Most favorable structure: one. The second most favorable one is 0.1528 hartree above it.



## one
DFT (wB97M-V/def2-TZVPD) results for a gas-phase ion, C3H5O2 (charge +1).

Each atom is followed by the atoms it is bonded to, with distances in Å.
CARTESIAN COORDINATES (ANGSTROEM)
1 C -1.088 0.453 -0.203  H6 1.077, O9 1.265, C10 1.554
2 C 1.255 0.640 0.091  H3 1.141, H5 1.102, O7 1.473, O9 1.505
3 H 2.042 1.141 -0.566  C2 1.141
4 H -1.083 -1.669 0.626  C10 1.129
5 H 1.457 1.022 1.105  C2 1.102
6 H -1.910 0.452 0.493  C1 1.077
7 O 1.043 -0.817 0.044  C2 1.473, C10 1.736
8 H -0.939 -1.426 -1.359  C10 1.241
9 O -0.118 1.244 -0.019  C1 1.265, C2 1.505
10 C -0.660 -1.041 -0.212  C1 1.554, H4 1.129, O7 1.736, H8 1.241

Calculated values
total charge: +1
HOMO level: -0.58761 Eh
frontier orbital gap: 8.40 eV
M: 73.07 u



## two
DFT (wB97M-V/def2-TZVPD) results for a gas-phase ion, C3H5O2 (charge +1).

Each atom is followed by the atoms it is bonded to, with distances in Å.
CARTESIAN COORDINATES (ANGSTROEM)
1 C 0.060 0.831 -1.529  C7 1.576, H9 1.105, O10 1.176
2 C -0.505 -1.247 1.290  H3 1.094, O6 1.241, H8 1.093
3 H -1.390 -1.695 1.751  C2 1.094
4 H 0.365 1.530 0.435  C7 1.100
5 H 1.311 0.034 0.078  C7 1.098
6 O -0.672 -0.186 0.668  C2 1.241, C7 1.402
7 C 0.332 0.523 -0.007  C1 1.576, H4 1.100, H5 1.098, O6 1.402
8 H 0.468 -1.734 1.387  C2 1.093
9 H 0.948 1.349 -1.934  C1 1.105
10 O -0.917 0.596 -2.140  C1 1.176

Calculated values
total charge: +1
HOMO level: -0.55091 Eh
frontier orbital gap: 8.08 eV
M: 73.07 u



Most favorable structure: two. The second most favorable one is 0.0852 hartree above it.